ORCA calculation (wB97M-V/def2-TZVPD) on one molecule with the formula C3H4ClNO2 in a non-equilibrium geometry.

## Properties
relative energy (zero: lowest compared OMol25 entry of this formula, charge and spin)	4.9416	eV
LUMO	0.47	eV
total charge	0
E	-21278.5813	eV
structure (SMILES)	[O-]/[N+](O)=C/C=C/Cl
gap between HOMO and LUMO	0.340	Ha

Geometry (Å):
O (-0.06, -2.59, -0.94)
N (-0.12, -1.43, -0.70)
O (-0.90, -0.67, -1.64)
C (0.48, -0.80, 0.25)
C (0.30, 0.74, 0.29)
C (0.22, 1.58, 1.30)
Cl (-0.32, 3.15, 0.88)
H (-1.20, -1.28, -2.25)
H (0.90, -1.43, 1.03)
H (0.38, 1.37, -0.66)
H (0.34, 1.38, 2.43)

Here are the Mulliken charges for atoms 1 to 6, given in e: -0.704, 0.754, -0.420, -0.445, -0.245, -0.067

---

ORCA calculation (wB97M-V/def2-TZVPD) on one molecule with the formula C3H4ClNO2 in a non-equilibrium geometry.

## Properties
spin multiplicity	3
relative energy (zero: lowest compared OMol25 entry of this formula, charge and spin)	0.8597	eV
LUMO (alpha / beta)	0.64 / -3.58	eV
total charge	0
E	-21277.4602	eV
⟨S²⟩	2.01
gap between HOMO and LUMO (alpha / beta)	0.251 / 0.260	Ha

Geometry (Å):
C (-0.70, 0.03, -1.47)
C (0.20, 0.53, 0.82)
C (0.73, -0.88, 0.90)
N (-0.37, 0.84, -0.47)
O (-1.55, 0.23, -2.22)
O (0.16, 1.35, 1.65)
Cl (-1.22, 2.35, -0.63)
H (0.02, -0.81, -1.60)
H (1.04, -1.18, -0.04)
H (1.61, -0.87, 1.68)
H (0.09, -1.59, 1.37)

Here are the Mulliken charges for atoms 1 to 6, given in e: 0.099, 0.695, -1.055, -0.023, -0.374, -0.442

---

ORCA calculation (wB97M-V/def2-TZVPD) on one molecule with the formula C3H4ClNS in a non-equilibrium geometry.

## Properties
relative energy (zero: lowest compared OMol25 entry of this formula, charge and spin)	0.6830	eV
LUMO	0.80	eV
total charge	0
E	-28022.4200	eV
structure (SMILES)	ClC1=NSCC1
gap between HOMO and LUMO	0.342	Ha

Geometry (Å):
Cl (-1.78, 2.27, -2.11)
C (-1.48, 0.76, -1.38)
N (-2.40, -0.10, -1.21)
S (-1.98, -1.48, -0.41)
C (-0.44, -0.63, 0.35)
C (-0.15, 0.49, -0.59)
H (0.22, -1.54, 0.43)
H (-0.73, -0.51, 1.36)
H (0.58, 0.28, -1.32)
H (0.05, 1.58, -0.13)

Here are the Mulliken charges for atoms 1 to 6, given in e: -0.157, 0.447, -0.393, -0.002, -0.617, -0.420

---

ORCA calculation (wB97M-V/def2-TZVPD) on a 2-piece molecular cluster, C3H4ClNS overall in a non-equilibrium geometry.

## Properties
relative energy (zero: lowest compared OMol25 entry of this formula, charge and spin)	4.2245	eV
LUMO	0.36	eV
total charge	0
E	-28018.8785	eV
gap between HOMO and LUMO	0.331	Ha

Geometry (Å):
C (1.02, -0.81, 1.21)
C (0.23, -0.08, 0.45)
C (0.01, 0.70, -1.52)
N (-1.01, -0.29, 1.01)
S (-0.29, -1.03, 2.38)
Cl (-0.94, -0.43, -2.61)
H (2.04, -1.00, 1.36)
H (1.13, 0.80, -1.95)
H (-0.63, 1.53, -1.34)
H (-1.56, 0.60, 1.02)

Here are the Mulliken charges for atoms 1 to 6, given in e: -0.250, -0.133, -0.417, -0.243, -0.061, -0.153

---

ORCA calculation (wB97M-V/def2-TZVPD) on one molecule with the formula C3H4ClNS in a non-equilibrium geometry.

## Properties
relative energy (zero: lowest compared OMol25 entry of this formula, charge and spin)	0.4933	eV
LUMO	-0.36	eV
total charge	0
E	-28022.6097	eV
structure (SMILES)	NC(=S)/C=C/Cl
gap between HOMO and LUMO	0.302	Ha

Geometry (Å):
N (-1.95, 1.44, -0.13)
C (-1.18, 0.36, 0.00)
S (-2.05, -1.04, -0.01)
C (0.27, 0.62, 0.08)
C (1.13, -0.34, 0.15)
Cl (2.84, -0.06, -0.06)
H (-2.88, 1.32, 0.24)
H (-1.61, 2.35, 0.03)
H (0.64, 1.53, 0.41)
H (0.86, -1.39, 0.00)

Here are the Mulliken charges for atoms 1 to 6, given in e: -0.421, 0.459, -0.379, -0.320, -0.190, -0.159

---

ORCA calculation (wB97M-V/def2-TZVPD) on one molecule with the formula C3H4ClNS2 in a non-equilibrium geometry.

## Properties
relative energy (zero: lowest compared OMol25 entry of this formula, charge and spin)	0.9858	eV
LUMO	0.23	eV
total charge	0
E	-38857.4526	eV
structure (SMILES)	S=CN(S)/C=C\Cl
gap between HOMO and LUMO	0.333	Ha

Geometry (Å):
S (-2.33, 0.92, 1.27)
C (-1.78, 0.18, -0.06)
N (-0.51, -0.27, -0.28)
S (-0.17, -1.20, -1.68)
C (0.43, -0.22, 0.78)
C (1.67, 0.25, 0.70)
Cl (2.34, 0.98, -0.71)
H (-2.41, -0.02, -0.93)
H (0.43, -0.25, -2.39)
H (0.04, -0.57, 1.76)
H (2.30, 0.19, 1.54)

Here are the Mulliken charges for atoms 1 to 6, given in e: -0.296, -0.061, -0.057, -0.069, -0.287, -0.249

---

ORCA calculation (wB97M-V/def2-TZVPD) on a 2-piece molecular cluster, C3H4ClO2S overall in a non-equilibrium geometry.

## Properties
relative energy (zero: lowest compared OMol25 entry of this formula, charge and spin)	4.0400	eV
LUMO (alpha / beta)	2.97 / 2.34	eV
total charge	-1
E	-30625.8336	eV
gap between HOMO and LUMO (alpha / beta)	0.199 / 0.150	Ha

Geometry (Å):
C (-0.26, -0.06, 0.85)
C (0.32, 0.47, -0.46)
C (0.14, 1.36, 0.75)
O (-4.30, 0.20, 0.01)
O (-2.96, -0.68, -1.92)
S (-3.26, 0.44, -1.01)
Cl (-1.28, 2.43, 0.74)
H (-1.34, -0.48, 1.16)
H (0.50, -0.81, 1.19)
H (1.26, 0.06, -0.76)
H (-0.45, 0.49, -1.25)

Here are the Mulliken charges for atoms 1 to 6, given in e: -0.455, -0.463, -0.069, -0.443, -0.444, 0.593

---

ORCA calculation (wB97M-V/def2-TZVPD) on a 2-piece molecular cluster, C3H4ClO2S overall in a non-equilibrium geometry.

## Properties
relative energy (zero: lowest compared OMol25 entry of this formula, charge and spin)	4.0276	eV
LUMO (alpha / beta)	2.02 / 2.03	eV
total charge	-1
E	-30625.8460	eV
gap between HOMO and LUMO (alpha / beta)	0.155 / 0.156	Ha

Geometry (Å):
C (0.28, -0.18, 0.81)
C (0.45, -1.74, 1.05)
C (-0.25, -1.11, -0.16)
O (-1.23, 2.37, -2.99)
O (0.88, 3.12, -1.87)
S (-0.16, 2.08, -2.01)
Cl (-2.06, -1.38, -0.22)
H (-0.40, 0.34, 1.61)
H (1.08, 0.48, 0.57)
H (1.44, -1.98, 1.23)
H (-0.03, -2.00, 1.98)

Here are the Mulliken charges for atoms 1 to 6, given in e: -0.572, -0.765, -0.084, -0.428, -0.434, 0.732